Record 1
ORCA calculation (wB97M-V/def2-TZVPD) on a structure of composition C35H33ClIrN4Si2 in a non-equilibrium geometry.

Last column: Mulliken charge in e.
Cartesian coordinates (Å):
C -1.3032 -0.4711 0.0669  -0.59
C -1.4642 0.1634 -1.1743  -1.28
C -0.5345 -0.4338 -2.1331  1.19
H -2.2110 0.8888 -1.4731  0.54
C 0.2675 -1.4645 -1.3439  -1.05
C -0.2763 -1.4413 -0.0021  -1.02
H 0.0127 -2.1304 0.7881  0.53
H -1.8795 -0.2429 0.9534  0.51
H -0.7478 -0.5623 -3.1862  -0.27
H 0.8202 -2.2689 -1.8251  0.71
Ir 1.2695 0.3351 -1.7949  2.13
Si 2.9497 1.8609 -3.3547  0.30
C 1.4978 3.0060 -3.8678  1.31
C 1.5789 4.3396 -4.2848  -0.94
H 2.5559 4.7729 -4.4980  0.43
C 0.4101 5.0814 -4.4715  -0.75
H 0.4999 6.1393 -4.6767  0.41
C -0.8463 4.4925 -4.3990  -0.96
H -1.7419 5.0821 -4.5857  0.45
C -0.9226 3.1189 -4.1534  -0.78
H -1.8732 2.5994 -4.1931  0.40
C 0.2470 2.4131 -3.9211  2.66
H 0.1411 1.2998 -3.8916  -2.57
C -1.1907 -1.8878 -5.0709  0.81
C -2.5217 -1.9966 -5.4878  -0.23
H -2.9816 -1.1810 -6.0538  0.24
C -3.2125 -3.1926 -5.2195  -0.65
H -4.2707 -3.2528 -5.5044  0.40
C -2.5382 -4.2689 -4.6146  -0.55
H -3.0525 -5.2096 -4.4827  0.39
C -1.2134 -4.1495 -4.1849  -1.06
H -0.6518 -4.9775 -3.7680  0.45
C -0.5840 -2.9208 -4.3132  -0.07
H 0.4164 -2.7674 -3.9034  0.40
H 2.1544 -0.0011 -3.1411  -0.12
Si 0.1268 -0.6330 -5.5669  -0.51
C 1.0842 -1.5814 -6.8326  0.86
C 0.5095 -1.4934 -8.1133  -0.37
H -0.1364 -0.6614 -8.3709  0.22
C 0.7145 -2.5004 -9.0601  -0.77
H 0.1370 -2.4721 -9.9832  0.42
C 1.6296 -3.5179 -8.7588  -0.48
H 1.7901 -4.3026 -9.4898  0.38
C 2.3187 -3.5357 -7.5370  -0.55
H 3.0400 -4.3311 -7.3349  0.40
C 2.0454 -2.5643 -6.5571  -0.20
H 2.5415 -2.5581 -5.5897  0.35
C -0.0675 0.9968 -6.5915  0.67
C -1.3361 1.3686 -7.0488  -0.02
H -2.2066 0.7671 -6.7767  0.14
C -1.4707 2.5013 -7.8539  -0.78
H -2.4614 2.7813 -8.2116  0.42
C -0.3482 3.2598 -8.1803  -0.62
H -0.4702 4.1746 -8.7608  0.37
C 0.9301 2.8801 -7.7503  -0.70
H 1.8033 3.4785 -8.0312  0.40
C 1.0724 1.7384 -6.9586  -0.07
H 2.0662 1.4445 -6.6093  0.54
H 4.1255 2.0266 -4.1741  -0.14
Cl 3.7781 2.5045 -1.5492  -0.27
N 0.9283 3.2372 1.2682  -0.03
C 0.0334 3.9138 0.4643  -0.98
C -0.1297 3.1756 -0.6671  -0.51
N 0.6946 2.0689 -0.5746  0.21
C 1.2689 2.0783 0.6301  0.00
C 2.0808 0.9506 1.0032  0.12
N 2.2577 -0.0079 0.0876  0.22
C 2.9686 -1.0477 0.6695  -0.50
C 3.2753 -0.6708 1.9514  -0.68
N 2.7147 0.5784 2.1529  -0.06
H 1.2716 3.5383 2.1643  0.17
H -0.4440 4.8176 0.7620  0.43
H -0.7910 3.3338 -1.4962  0.43
H 3.2009 -1.9461 0.1290  0.48
H 3.8437 -1.1901 2.6849  0.43
H 2.8803 1.1950 2.9291  0.20

As for the expectation value of S²: 6.036. The value obtained for the HOMO-LUMO gap (spin up / spin down) is 6.07 / 6.25 eV. Its total charge is +1. The value obtained for the LUMO energy (spin up / spin down) is -0.1064 / -0.1578 hartree. For the total energy, the calculation gives -73897.340 eV. Its spin multiplicity is 5.

---

Record 2
ORCA calculation (wB97M-V/def2-TZVPD) on the molecule C3H6N2S2 in a non-equilibrium geometry.

Last column: Mulliken charge in e.
Cartesian coordinates (Å):
C -1.2574 0.0844 1.3501  0.22
C 0.1941 0.4950 1.1721  -0.49
C 0.5175 -0.0178 -2.2699  -0.35
H -0.3597 -1.8075 0.5676  0.18
H 0.7418 0.2196 2.1389  0.30
H 0.1897 1.5949 1.1372  0.37
H 1.6890 0.0903 -0.1053  0.33
H 1.5191 -0.5189 -2.2860  0.25
H 0.0295 0.1420 -3.2045  0.28
N 0.7042 -0.1691 -0.0467  -0.36
N 0.0206 0.3715 -1.1696  -0.31
S -1.5968 -1.6315 0.9886  -0.15
S -2.3917 1.1471 1.7275  -0.26

The value obtained for the HOMO-LUMO gap is 8.60 eV. The value obtained for the LUMO energy is 0.0008 hartree. For the total energy, the calculation gives -27856.687 eV. The calculation puts the relative energy (zero: lowest compared OMol25 entry of this formula, charge and spin) at 55.6 kcal/mol.

---

Record 3
ORCA calculation (wB97M-V/def2-TZVPD) on a cluster of 2 separate species, C4H14NS in total.

Last column: Mulliken charge in e.
Cartesian coordinates (Å):
C 0.3592 2.1098 -1.6600  -1.11
C 1.0401 0.7568 -1.5425  -0.37
N 1.3241 0.4559 -0.0782  -0.28
H 0.0693 2.2668 -2.6959  0.33
H -0.5295 2.1706 -1.0309  0.36
H 1.0625 2.8950 -1.3835  0.39
H 0.4925 -0.0998 -1.9187  0.37
H 2.0294 0.8180 -1.9923  0.38
H 1.8276 1.2637 0.2977  0.38
H 1.8683 -0.3885 0.0930  0.37
H 0.4688 0.4157 0.4770  0.16
C -1.6026 -1.0549 0.0078  -0.61
S -1.9906 -2.1794 1.3816  -0.01
C -0.6487 -1.7668 2.5173  -0.76
H -0.6566 -1.4381 -0.3769  0.12
H -1.5810 0.0031 0.2832  0.18
H -2.4085 -1.1656 -0.7135  0.32
H -0.7565 -2.4534 3.3523  0.30
H 0.3545 -1.8669 2.0896  0.21
H -0.7220 -0.7420 2.8929  0.29

The value obtained for the HOMO-LUMO gap is 8.22 eV. Its total charge is +1. The value obtained for the LUMO energy is -0.1347 hartree. For the total energy, the calculation gives -16693.510 eV. The calculation puts the relative energy (zero: lowest compared OMol25 entry of this formula, charge and spin) at 15.7 kcal/mol.

---

Record 4
ORCA calculation (wB97M-V/def2-TZVPD) on the molecule C4H5NO3 in a non-equilibrium geometry.

Last column: Mulliken charge in e.
Cartesian coordinates (Å):
C -1.2575 -0.0409 -1.0142  0.39
C -0.0351 -0.2067 0.4156  0.26
N -2.2093 -0.7380 -0.4763  -0.53
C 2.2398 -0.1371 -0.3290  0.14
C -0.0503 0.7473 1.3596  -0.61
O 1.1172 -0.8461 -0.0420  -0.32
O -0.8766 0.5601 -1.9598  -0.43
O 2.4355 1.0179 -0.0987  -0.46
H -1.0820 -0.9333 0.4761  0.41
H -3.0569 -0.8998 -1.0157  0.21
H 2.9502 -0.8165 -0.8165  0.36
H 0.8345 1.1623 1.8190  0.27
H -1.0094 1.1308 1.6819  0.31

The value obtained for the HOMO-LUMO gap is 9.45 eV. The value obtained for the LUMO energy is -0.0254 hartree. For the total energy, the calculation gives -11857.865 eV. The calculation puts the relative energy (zero: lowest compared OMol25 entry of this formula, charge and spin) at 95.4 kcal/mol.

---

Record 5
ORCA calculation (wB97M-V/def2-TZVPD) on a structure of composition C22H29N9O3PdS2.

Last column: Mulliken charge in e.
Cartesian coordinates (Å):
Pd 1.6123 0.8391 0.0540  -0.21
N 4.1104 3.2658 -0.7872  -0.10
C 4.6137 1.9807 -0.6927  0.28
N 5.9249 1.7433 -0.8194  -0.56
N 6.0323 0.4089 -0.7234  -0.91
N 4.8560 -0.1145 -0.5503  -0.41
N 3.9247 0.8558 -0.5227  0.70
C 2.8114 3.7229 -0.6784  0.19
N 2.5387 5.0272 -0.8103  -0.53
N 1.2088 5.1102 -0.6695  -0.94
N 0.7156 3.9262 -0.4675  -0.28
N 1.7019 3.0132 -0.4644  0.40
H 4.7999 3.9837 -0.9092  0.23
O -0.6753 1.0624 -1.0643  -0.11
S -2.0714 1.1639 -1.5239  -0.15
C -3.1927 1.1289 -0.0264  -0.49
C -3.2310 2.4359 0.7775  -0.97
C -2.4968 2.3513 2.1277  -0.65
C -0.9744 2.3620 2.0350  0.51
S -0.1721 1.5125 3.4398  0.16
O 1.2727 1.4718 3.1353  -0.52
C -0.8503 -0.1151 3.0326  -0.02
C -1.6508 -0.7319 3.9886  -0.15
C -2.2562 -1.9477 3.7175  -0.52
C -2.0786 -2.5426 2.4770  -0.69
C -1.2694 -1.9308 1.5234  -0.92
C -0.6351 -0.7254 1.7868  1.32
C -2.5015 -0.4966 -2.0606  0.32
C -3.7247 -0.7627 -2.6749  -0.55
C -3.9557 -2.0064 -3.2343  -0.49
C -2.9666 -2.9836 -3.2124  -0.66
C -1.7378 -2.7033 -2.6177  -0.48
C -1.5052 -1.4657 -2.0460  -0.24
H -2.8790 0.2808 0.5836  0.02
H -4.1723 0.9123 -0.4596  0.57
H -4.2773 2.6749 0.9902  0.41
H -2.8134 3.2596 0.1897  0.37
H -2.8342 1.4348 2.6250  0.30
H -2.8152 3.1951 2.7480  0.34
H -0.5803 3.3757 2.0089  0.67
H -0.5593 1.8629 1.1521  -0.94
H -1.7831 -0.2402 4.9466  0.37
H -2.8767 -2.4256 4.4673  0.34
H -2.5749 -3.4774 2.2434  0.35
H -1.1568 -2.3958 0.5505  0.42
H 0.0302 -0.2826 0.9969  -0.23
H -4.4818 0.0131 -2.7088  0.40
H -4.9114 -2.2205 -3.6996  0.35
H -3.1456 -3.9502 -3.6659  0.38
H -0.9630 -3.4598 -2.6132  0.36
H -0.5517 -1.2125 -1.5870  0.55
C 2.2229 -0.9477 -2.8896  -1.00
C 2.1912 -2.1217 -1.9273  -0.56
O 1.8702 -1.6319 -0.6482  0.47
C 2.2377 -2.4428 0.4559  -0.73
C 2.6469 -1.5443 1.6221  -0.30
H 2.1809 -1.2882 -3.9283  0.40
H 3.1337 -0.3776 -2.7192  0.27
H 1.3783 -0.2868 -2.6804  0.06
H 3.1712 -2.6161 -1.9032  0.51
H 1.4418 -2.8752 -2.2401  0.18
H 3.0676 -3.0976 0.1641  0.58
H 1.3826 -3.0837 0.7303  0.22
H 3.7218 -1.5835 1.7923  0.40
H 2.1156 -1.7936 2.5429  0.22
H 2.4052 -0.4935 1.3211  -0.29

The value obtained for the HOMO-LUMO gap is 2.91 eV. Its total charge is -2. The value obtained for the LUMO energy is 0.1429 hartree. For the total energy, the calculation gives -67983.848 eV. The calculation puts the relative energy (zero: lowest compared OMol25 entry of this formula, charge and spin) at 41.9 kcal/mol.

---

Record 6
ORCA calculation (wB97M-V/def2-TZVPD) on the molecule C14H19Br2N5O4 in a non-equilibrium geometry.

Last column: Mulliken charge in e.
Cartesian coordinates (Å):
O -0.3140 0.1910 -2.3419  -0.71
O -1.2225 -4.4649 -1.9751  -0.68
Br -5.6719 2.2157 -3.0707  -0.33
Br -5.0812 -3.4256 -2.7074  -0.12
N 2.8309 1.7441 3.2162  -0.43
O -6.1430 -0.5994 -3.6125  -0.51
O -1.6591 0.0232 -0.4888  -0.49
C -0.4985 0.2182 -1.1194  0.57
C -1.4958 -3.2827 -2.0057  0.62
C 3.3614 1.5720 4.3840  0.50
C -3.5072 0.9267 -1.6985  -0.56
C -4.6277 0.7223 -2.4595  0.07
C -4.4096 -1.6796 -2.2999  -0.65
C -5.0897 -0.5421 -2.7598  1.15
C -2.7408 -0.1696 -1.2613  0.35
C -3.1957 -1.4828 -1.5469  0.44
N -0.8592 -2.5976 -3.0267  -0.30
N 2.4960 1.1530 5.3218  -0.56
N 4.6424 1.7892 4.7449  -0.46
N 0.5506 0.2801 -0.2253  0.00
C -2.4410 -2.6901 -0.9771  -1.12
C 3.6791 2.2118 2.0885  -0.82
C 1.8928 -0.1023 -0.6041  -0.66
C 3.0343 1.7854 0.7685  -0.45
C 2.8891 0.2754 0.5006  -0.87
H -6.4531 0.3371 -3.7295  0.25
H -3.2128 1.9188 -1.4209  0.55
H -0.2236 -3.1390 -3.6168  0.23
H -0.8721 -1.5723 -3.0105  0.28
H 1.6496 0.8046 4.8699  0.28
H 2.8781 0.4706 5.9910  0.22
H 4.7594 1.8774 5.7650  0.25
H 5.1942 2.4182 4.1209  0.23
H 0.2783 0.1590 0.7575  0.25
H -3.1430 -3.4989 -0.7060  0.42
H -1.8642 -2.4228 -0.0680  0.31
H 4.6986 1.8479 2.0965  0.43
H 3.7320 3.3272 2.0797  0.28
H 1.9079 -1.1660 -0.7881  0.36
H 2.2268 0.4293 -1.5095  0.29
H 2.0074 2.2583 0.7383  0.28
H 3.5985 2.2394 -0.0710  0.34
H 2.5656 -0.2163 1.4050  0.36
H 3.8529 -0.1438 0.2524  0.42

The value obtained for the HOMO-LUMO gap is 9.20 eV. The value obtained for the LUMO energy is 0.0169 hartree. For the total energy, the calculation gives -170552.764 eV. The calculation puts the relative energy (zero: lowest compared OMol25 entry of this formula, charge and spin) at 0.0 kcal/mol.

---

Look up the total energy of the third one.
-16693.510 eV